Formula: C5H9NO2
Source: the OMol25 dataset
Level of theory: wB97M-V/def2-TZVPD

Last column: natural (NBO) charge in e.
Geometry (Å):
1 C 0.971 -0.191 -0.180  0.115
2 H -1.591 1.800 0.505  0.375
3 H 1.017 -0.193 1.967  0.216
4 C -1.385 -0.782 0.031  0.630
5 C -1.333 -0.340 -1.363  -0.551
6 H -0.465 2.369 -0.576  0.364
7 O -2.062 -1.212 0.923  -0.511
8 N -0.648 1.686 0.151  -0.824
9 O 0.752 -1.698 -0.346  -0.744
10 H 1.588 0.061 -1.047  0.183
11 C -0.425 0.356 -0.313  -0.038
12 H -2.188 0.204 -1.741  0.238
13 H -0.853 -0.987 -2.087  0.253
14 H 1.754 1.223 1.223  0.238
15 H 0.618 -2.109 0.519  0.476
16 C 1.636 0.144 1.136  -0.640
17 H 2.613 -0.332 1.197  0.220

Forces on the atoms, in the same order (eV/Å):
C -0.3 -1.9 -0.5
H 0.1 0.1 -0.1
H -0.1 0.0 0.0
C -0.8 2.3 0.3
C 0.3 -0.8 -0.6
H -0.2 0.0 0.1
O 0.4 -0.5 -0.3
N -0.1 0.1 0.0
O 0.7 1.5 0.1
H 0.2 -0.1 0.1
C -0.3 -1.1 1.1
H -0.1 0.1 0.1
H 0.0 0.1 -0.1
H 0.0 0.0 0.0
H 0.2 0.3 0.0
C -0.1 -0.1 -0.3
H 0.0 0.0 0.0

Computed properties:
**Largest force on an atom**: 2.4 eV Å⁻¹
**Highest occupied orbital energy**: -8.79 eV
**E_LUMO**: 0.0324 Eh
**Kohn-Sham gap**: 9.7 eV
**Structure (SMILES)**: C[C@@H](O)[C@@]1(N)CC1=O

***

Formula: C5H9NO2
Source: the OMol25 dataset
Level of theory: wB97M-V/def2-TZVPD

Last column: natural (NBO) charge in e.
Geometry (Å):
1 C 0.670 1.809 -0.506  0.453
2 H 0.375 2.891 -0.556  0.139
3 C -0.523 -0.304 -0.170  -0.060
4 H 1.786 -0.455 -1.420  0.505
5 H -0.447 -0.246 -1.291  0.243
6 N -1.855 -0.577 0.097  -0.707
7 C -2.036 -1.122 1.391  -0.381
8 C 0.723 -0.556 0.385  0.101
9 O 1.852 -0.985 -0.455  -0.727
10 H 0.900 -1.021 1.508  0.214
11 H -0.712 -0.886 2.125  0.202
12 H -0.028 1.068 1.541  0.241
13 H -2.348 -2.691 1.269  0.134
14 H -2.618 -1.050 -0.462  0.416
15 H -3.309 -0.492 1.745  0.206
16 O 1.284 1.391 -1.438  -0.573
17 C 0.216 0.785 0.568  -0.405

Forces on the atoms, in the same order (eV/Å):
C -1.0 -0.3 1.7
H 0.0 -0.5 0.8
C -2.6 0.4 -4.5
H 0.1 -1.7 4.1
H 0.4 0.4 1.2
N -2.4 -2.0 2.2
C -1.7 -1.0 1.9
C 5.6 -4.6 3.0
O -1.5 2.1 -2.1
H -0.5 0.6 -3.2
H -4.9 -0.9 -1.6
H -0.6 0.6 1.2
H 1.0 4.1 0.8
H 2.3 1.1 -0.3
H 4.1 -2.3 0.0
O 0.9 0.1 -1.8
C 1.0 3.8 -3.5

Computed properties:
**Largest force on an atom**: 7.8 eV Å⁻¹
**Highest occupied orbital energy**: -8.39 eV
**E_LUMO**: 0.0134 Eh
**Kohn-Sham gap**: 8.8 eV

***

Formula: C5H9NO2
Source: the OMol25 dataset
Level of theory: wB97M-V/def2-TZVPD

Last column: natural (NBO) charge in e.
Geometry (Å):
1 H 0.178 0.148 -1.652  0.530
2 O 1.593 1.100 0.043  -0.775
3 C 0.885 0.232 0.875  0.109
4 H 0.606 1.757 -0.407  0.516
5 H -2.177 -1.086 0.564  0.233
6 C -0.785 0.494 1.057  -0.328
7 H -0.061 -2.524 -0.101  0.392
8 H -1.288 0.899 1.945  0.242
9 C -1.200 -0.762 0.143  -0.101
10 O -0.487 0.980 -1.395  -0.751
11 H -2.482 1.103 -0.562  0.217
12 C 1.161 -1.168 0.246  -0.264
13 N -0.030 -1.484 -0.450  -0.641
14 H 1.409 0.231 1.948  0.173
15 H 2.077 -1.544 -0.327  0.214
16 C -1.439 0.637 -0.390  0.069
17 H 1.362 -1.836 0.968  0.164

Forces on the atoms, in the same order (eV/Å):
H -2.8 2.5 1.2
O -4.3 4.4 -1.3
C 1.6 0.2 2.2
H 4.4 -2.9 1.1
H 1.1 -1.4 -0.9
C 2.5 -1.9 -3.5
H -1.2 2.2 -1.8
H 0.5 -0.7 -0.3
C -1.5 2.1 1.7
O 1.0 -1.4 -1.1
H 1.9 -1.0 0.4
C 0.7 1.9 -0.3
N -3.1 -3.8 0.8
H -1.3 0.2 -1.9
H -0.7 2.3 -0.3
C 1.5 -0.4 0.3
H -0.3 -2.4 3.7

Computed properties:
**Largest force on an atom**: 6.3 eV Å⁻¹
**Highest occupied orbital energy**: -8.96 eV
**E_LUMO**: 0.0270 Eh
**Kohn-Sham gap**: 9.7 eV

***

Formula: C5H9NO2
Source: the OMol25 dataset
Level of theory: wB97M-V/def2-TZVPD

Last column: natural (NBO) charge in e.
Geometry (Å):
1 H -1.280 2.133 0.466  0.193
2 N 0.267 -1.174 -0.528  -0.641
3 C 1.500 0.837 0.427  -0.118
4 O 0.492 1.413 -0.592  -0.528
5 C -1.101 -1.127 -0.018  -0.365
6 H 0.114 -1.105 -1.636  0.376
7 H 2.535 1.173 0.000  0.203
8 H -1.446 -1.963 -0.648  0.245
9 H 1.609 1.034 1.771  0.188
10 H -1.289 1.774 -1.081  0.210
11 C 1.469 -0.751 0.144  -0.250
12 H 2.343 -1.172 -0.559  0.218
13 O -3.076 0.171 0.189  -0.520
14 C -1.870 0.089 0.097  0.568
15 H 1.513 -1.216 1.181  0.188
16 H -0.868 -1.529 0.982  0.224
17 C -0.913 1.415 -0.196  -0.190

Forces on the atoms, in the same order (eV/Å):
H 0.4 1.4 1.8
N -0.9 0.1 -4.2
C 1.9 -0.3 -0.5
O 0.6 -0.6 4.3
C 2.8 -3.7 0.9
H 1.8 0.2 3.4
H -2.1 -0.1 1.0
H -1.5 0.5 0.8
H -1.3 0.0 -4.3
H -1.5 0.6 -2.4
C 0.3 0.1 -0.3
H -1.6 1.3 1.9
O 1.4 0.3 0.3
C 0.7 2.4 -1.6
H 0.0 0.0 -1.4
H -1.2 -0.1 0.3
C 0.1 -2.2 0.0

Computed properties:
**Largest force on an atom**: 4.7 eV Å⁻¹
**Highest occupied orbital energy**: -8.68 eV
**E_LUMO**: 0.0302 Eh
**Kohn-Sham gap**: 9.5 eV

***

Formula: C5H9NO2
Source: the OMol25 dataset
Level of theory: wB97M-V/def2-TZVPD

Last column: natural (NBO) charge in e.
Geometry (Å):
1 H 1.315 1.819 0.485  0.224
2 N 0.126 -1.359 0.488  -0.630
3 H -2.069 2.437 -0.258  0.102
4 H 1.340 -2.494 -0.737  0.094
5 O -2.496 0.457 -0.271  -0.522
6 H -0.813 -1.231 0.842  0.415
7 H -0.233 0.326 -1.407  0.235
8 C 1.114 -0.309 0.667  -0.207
9 H -0.009 2.106 -1.399  0.221
10 H -0.104 1.263 1.373  0.206
11 C -0.307 1.241 -0.816  -0.525
12 C -1.756 1.386 -0.458  0.453
13 C 0.328 -2.460 -0.273  0.533
14 H 1.543 -0.364 1.677  0.194
15 H 1.950 -0.532 -0.013  0.201
16 O -0.450 -3.373 -0.391  -0.596
17 C 0.521 1.088 0.491  -0.399

Forces on the atoms, in the same order (eV/Å):
H 0.3 0.2 0.2
N 0.1 0.3 -0.1
H -0.3 -0.2 -0.1
H -0.2 0.2 0.0
O -0.1 0.1 -0.1
H 0.1 0.0 0.0
H 0.2 0.1 -0.1
C 0.2 -0.4 0.2
H 0.2 0.0 -0.1
H 0.0 0.2 -0.1
C -0.2 -0.5 0.1
C 0.1 0.2 0.4
C 0.6 -0.2 0.3
H -0.1 0.0 -0.1
H -0.3 0.3 0.0
O -0.3 -0.1 -0.2
C -0.3 -0.3 -0.4

Computed properties:
**Largest force on an atom**: 0.7 eV Å⁻¹
**Highest occupied orbital energy**: -9.75 eV
**E_LUMO**: 0.0274 Eh
**Kohn-Sham gap**: 10.5 eV
**Structure (SMILES)**: O=CCCCNC=O

***

Formula: C5H9NO2
Source: the OMol25 dataset
Level of theory: wB97M-V/def2-TZVPD

Last column: natural (NBO) charge in e.
Geometry (Å):
1 H 0.142 0.465 3.314  0.218
2 O 1.168 -1.140 -1.790  -0.862
3 C 0.304 1.033 2.386  -0.598
4 C 1.133 -0.931 1.096  0.523
5 H 1.642 1.082 0.704  0.220
6 H 2.644 -0.108 3.351  0.222
7 H 3.059 1.477 2.659  0.217
8 H 2.005 -1.566 -1.573  0.473
9 H -0.289 -1.525 -1.861  0.468
10 C 2.776 0.445 2.411  -0.601
11 H 0.525 2.075 2.651  0.221
12 C 0.381 -0.969 -0.219  0.386
13 N -0.726 -1.332 -0.618  -0.559
14 C 1.489 0.452 1.598  -0.314
15 H 3.602 -0.014 1.852  0.216
16 O 1.305 -1.954 1.708  -0.455
17 H -0.630 1.025 1.807  0.226

Forces on the atoms, in the same order (eV/Å):
H 0.1 0.1 -0.3
O 1.1 1.2 2.7
C -0.2 0.0 0.1
C 0.1 0.4 0.6
H -0.1 -0.2 0.2
H 0.1 0.1 -0.3
H -0.1 -0.3 -0.1
H 0.4 -0.5 -0.8
H -1.2 0.5 3.4
C 0.1 0.0 0.3
H 0.0 -0.3 0.0
C -1.0 -2.1 -3.9
N 0.5 0.2 -1.2
C 0.2 0.2 -0.4
H -0.2 0.1 0.1
O 0.0 0.5 -0.6
H 0.2 0.0 0.1

Computed properties:
**Largest force on an atom**: 4.6 eV Å⁻¹
**Highest occupied orbital energy**: -9.84 eV
**E_LUMO**: -0.0062 Eh
**Kohn-Sham gap**: 9.7 eV

***

Formula: C5H9NO2
Source: the OMol25 dataset
Level of theory: wB97M-V/def2-TZVPD

Last column: natural (NBO) charge in e.
Geometry (Å):
1 C -0.649 0.174 0.267  -0.246
2 C 0.599 -0.244 1.106  0.022
3 H 0.399 -0.483 -1.516  0.418
4 O -0.975 0.569 -3.307  -0.655
5 C 1.819 -0.852 0.477  -0.659
6 H 2.596 -1.084 1.214  0.231
7 H -0.278 0.460 2.913  0.195
8 N -0.393 -0.005 -1.118  -0.657
9 H -1.494 -0.471 0.529  0.201
10 H 1.567 -1.795 -0.018  0.216
11 H 1.405 -0.268 3.078  0.197
12 H 2.264 -0.164 -0.249  0.221
13 O -2.400 1.073 -1.673  -0.692
14 H -0.924 1.214 0.476  0.216
15 C -1.237 0.572 -2.117  0.887
16 H -2.861 1.342 -2.494  0.509
17 C 0.562 -0.035 2.433  -0.402

Forces on the atoms, in the same order (eV/Å):
C 0.9 -0.9 1.1
C -0.7 0.6 1.4
H 0.0 0.2 0.3
O 0.1 -0.1 0.7
C 0.0 -0.1 -0.2
H -0.3 0.2 0.0
H 0.0 -0.1 -0.1
N -2.0 1.7 -3.3
H 0.0 0.2 0.4
H 0.1 0.1 -0.2
H -0.1 -0.1 -0.2
H 0.0 -0.2 -0.1
O -0.1 0.1 0.2
H 0.1 -0.2 0.1
C 1.8 -1.4 0.1
H 0.3 -0.1 0.5
C 0.1 0.2 -0.8

Computed properties:
**Largest force on an atom**: 4.2 eV Å⁻¹
**Highest occupied orbital energy**: -9.25 eV
**E_LUMO**: 0.0257 Eh
**Kohn-Sham gap**: 9.9 eV
**Structure (SMILES)**: C=C(C)CNC(=O)O

***

Formula: C5H9NO2
Source: the OMol25 dataset
Level of theory: wB97M-V/def2-TZVPD

Last column: natural (NBO) charge in e.
Geometry (Å):
1 H -0.833 -0.761 -1.959  0.215
2 C 0.082 0.840 -0.024  0.149
3 H 0.674 -1.627 -2.653  0.193
4 N 0.608 -1.502 -0.386  -0.655
5 H -0.686 -1.786 0.725  0.497
6 C 0.240 -0.942 -1.705  -0.254
7 H 0.497 2.500 -0.740  0.459
8 C 0.483 0.831 1.379  -0.503
9 O -0.282 2.063 -0.633  -0.676
10 C 1.008 -0.014 -0.784  -0.094
11 O -1.341 -1.172 1.254  -0.702
12 H 0.495 1.678 2.325  0.243
13 C -0.884 0.065 0.954  0.092
14 H 1.302 -0.007 1.504  0.212
15 H -1.616 0.625 1.462  0.202
16 H 2.083 0.328 -1.114  0.238
17 H 1.238 -2.249 -0.734  0.383

Forces on the atoms, in the same order (eV/Å):
H 0.9 0.1 0.7
C -1.2 0.3 0.8
H -0.6 2.4 2.6
N 1.3 0.4 -2.1
H -1.4 1.2 1.3
C -0.3 -1.4 -2.7
H 3.5 2.3 -0.5
C 1.3 -1.8 4.6
O -3.6 -2.9 0.4
C 0.6 -3.0 -3.0
O 2.2 -3.0 -2.1
H -0.3 -2.3 -3.4
C 1.5 3.7 1.3
H -1.3 2.1 0.2
H -0.9 1.9 -0.6
H -2.2 -0.9 1.1
H 0.3 0.9 1.1

Computed properties:
**Largest force on an atom**: 5.2 eV Å⁻¹
**Highest occupied orbital energy**: -8.47 eV
**E_LUMO**: 0.0269 Eh
**Kohn-Sham gap**: 9.2 eV
**Structure (SMILES)**: O[C@H]1C[C@@]1(O)[C@@H]1CN1

***

Number 1: E_tot -401.073367 Ha. Number 2: E_tot -400.825792 Ha. Number 3: E_tot -400.936014 Ha. Number 4: E_tot -400.982732 Ha. Number 5: E_tot -401.143459 Ha. Number 6: E_tot -401.021351 Ha. Number 7: E_tot -401.153642 Ha. Number 8: E_tot -400.949732 Ha.